DFT (ωB97M-V/def2-TZVPD) results for a structure of composition C50H55ClFeN4O2.

Values from the calculation:
E = -4031.81370 a.u.
E_LUMO (alpha / beta) = 4.258 / 4.261 eV
<S²> = 6.012
HOMO level (alpha / beta) = 0.001 / -0.014 Eh
Kohn-Sham gap (alpha / beta) = 4.23 / 4.64 eV

The geometry in ORCA input format:
```
! wB97M-V def2-TZVPD RIJCOSX def2/J DEFGRID3
* xyz -2 5
H 3.793 -1.678 2.400
H 1.506 1.325 -5.145
C -1.153 2.155 -1.485
C 4.230 0.216 -1.085
H -3.393 1.302 4.984
C -4.595 0.457 3.386
H 6.495 2.328 -2.656
O -1.863 -0.895 -1.183
C 0.323 -1.572 4.373
C -1.580 -0.453 -4.784
C -2.339 2.113 -0.768
H 6.058 -0.087 -2.137
H -5.895 4.217 0.735
H 0.433 -0.451 6.925
H -1.744 3.804 -4.474
C -0.542 -0.848 6.632
H -4.553 2.428 4.292
H 5.487 -2.128 0.951
C -2.868 -0.104 -5.090
H -4.232 -0.302 -1.985
N 2.201 0.096 0.015
C 2.946 -1.157 1.964
H -1.213 -2.669 0.839
H 0.784 -1.186 -4.188
H 1.523 2.655 -6.318
H -2.952 3.192 -3.376
H -5.619 0.557 3.012
C 1.019 2.259 -5.432
H 3.102 -0.825 6.188
C 5.699 -1.141 0.529
C 1.776 -1.123 2.715
H 0.556 -2.857 1.262
H 4.118 -0.779 4.755
N -0.013 1.512 -1.132
C 0.922 1.853 -2.053
H 2.274 -3.103 5.533
C -4.999 3.688 1.072
H -4.128 4.159 0.613
H -1.227 5.678 -2.866
H -1.108 -0.025 6.193
H -5.111 1.157 5.391
Fe 0.006 -0.382 0.001
H 7.330 -0.759 1.933
C -1.012 -3.841 -1.599
H 6.273 2.095 -0.914
H -0.011 2.014 -5.698
H -1.064 -1.180 7.534
H -2.441 5.054 -1.759
C 1.530 -4.729 -2.199
H -2.009 -3.474 -1.384
H -4.857 0.213 -4.324
C 1.051 3.257 -4.273
C 5.776 2.036 -1.885
C -1.996 3.723 -3.413
H 2.090 3.496 -4.025
C -2.244 0.279 2.233
C 1.300 -4.050 -1.021
C 2.824 0.604 -1.072
H -5.176 2.091 -0.367
C -0.953 2.913 -2.712
H 6.674 0.692 1.160
H 2.538 -5.073 -2.419
C 5.229 0.626 -2.121
C -0.772 -4.517 -2.779
H 0.690 -5.500 -4.045
H 3.294 -3.073 4.114
H 2.130 -3.843 -0.351
H 0.184 -2.804 6.100
C -0.374 -1.990 5.627
N -1.632 0.724 1.109
C -3.632 0.728 2.275
C -3.823 1.462 1.150
H -0.831 -0.511 -5.568
H -1.600 -4.684 -3.463
C -4.406 1.386 4.587
C 0.347 2.737 -3.058
C -2.144 -0.672 -2.386
C 0.197 -1.071 -3.249
Cl -3.337 0.277 -6.747
C 1.621 -1.759 4.019
C -5.049 2.200 0.714
H -4.493 -0.583 3.713
C -3.836 -0.055 -4.073
C 3.654 -1.449 5.482
C -2.550 1.450 0.435
H -2.936 5.694 -3.335
C 4.429 -0.528 0.031
C -1.628 -0.458 3.234
C 3.147 -0.575 0.722
C -0.187 -2.725 0.479
H 5.763 -0.104 2.434
C -0.286 -0.822 3.279
H 4.964 2.765 -1.878
H 6.374 -1.315 -0.315
C 2.712 -2.434 4.786
C -2.164 5.120 -2.813
H -5.936 1.746 1.168
C 6.412 -0.284 1.576
C 2.239 1.421 -2.035
H 4.769 0.574 -3.112
H 4.448 -1.967 6.027
C 0.021 -3.536 -0.672
C 0.504 -4.974 -3.116
H 0.593 4.200 -4.587
H -3.181 2.651 -1.190
H 2.876 1.755 -2.847
H -4.907 3.819 2.152
H -1.358 -2.402 5.383
O 0.749 -1.227 -2.181
C -3.496 -0.340 -2.780
C -1.199 -0.725 -3.466
N 0.618 -0.561 2.312
H -2.250 -0.766 4.068
*
```

DFT (ωB97M-V/def2-TZVPD) results for a cluster of 3 separate species, C3H15N2O2 in total.

Values from the calculation:
E = -383.05290 a.u.
Relative energy (zero: lowest compared OMol25 entry of this formula, charge and spin) = 60.4 kJ/mol
E_LUMO = -2.744 eV
HOMO level = -0.477 Eh
Kohn-Sham gap = 10.23 eV

The geometry in ORCA input format:
```
! wB97M-V def2-TZVPD RIJCOSX def2/J DEFGRID3
* xyz 1 1
H -1.745 0.245 -1.657
C -0.657 -1.618 -2.056
H -0.797 -1.196 0.271
H -1.135 -2.410 -1.452
H 0.941 -1.275 -3.155
H 1.298 0.243 1.197
H 1.378 0.697 -0.288
H -1.219 -1.888 -2.953
C -0.754 -0.191 -1.541
H 1.426 0.522 3.538
C -0.445 -0.202 -0.018
H 1.479 -0.972 -0.026
H 0.423 1.386 2.913
H 0.876 -2.826 -2.858
N 1.015 -0.106 0.223
O 1.169 0.829 2.667
H -1.069 3.446 1.941
O -1.186 2.517 2.112
N 0.762 -1.929 -2.401
H -1.914 2.477 2.758
H -1.068 0.526 0.491
H -0.088 0.521 -2.043
*
```

DFT (ωB97M-V/def2-TZVPD) results for a cluster of 2 separate species, C2H5IN2 in total.

Values from the calculation:
E = -486.18173 a.u.
Relative energy (zero: lowest compared OMol25 entry of this formula, charge and spin) = 460.6 kJ/mol
E_LUMO (alpha / beta) = -0.096 / -0.051 eV
HOMO level (alpha / beta) = -0.270 / -0.285 Eh
Kohn-Sham gap (alpha / beta) = 7.26 / 7.71 eV

The geometry in ORCA input format:
```
! wB97M-V def2-TZVPD RIJCOSX def2/J DEFGRID3
* xyz 0 1
H 1.972 0.630 -0.386
N -0.033 1.166 0.229
H 0.724 -1.524 -0.118
H -0.010 -1.014 -1.735
H -0.471 -0.888 2.052
I -2.785 -0.250 0.131
C 0.245 -0.686 -0.634
H 0.025 1.890 0.944
N 1.019 0.712 -0.704
C -0.686 -0.035 0.222
*
```

DFT (ωB97M-V/def2-TZVPD) results for the ion C5H11N2O with charge +1.

Values from the calculation:
E = -381.54013 a.u.
Relative energy (zero: lowest compared OMol25 entry of this formula, charge and spin) = 325.1 kJ/mol
E_LUMO = -3.132 eV
HOMO level = -0.490 Eh
Kohn-Sham gap = 10.21 eV
Structure (SMILES) = CO/C=N/C1([NH3+])CC1

The geometry in ORCA input format:
```
! wB97M-V def2-TZVPD RIJCOSX def2/J DEFGRID3
* xyz 1 1
H 0.316 -2.160 -1.206
H 1.584 -0.347 2.350
H -1.467 -0.345 -1.183
N 1.786 -0.318 1.343
H -2.061 3.233 -2.334
C -1.656 3.068 -1.341
O -1.594 1.567 -1.273
H 1.810 -2.514 -0.258
C 0.004 -2.112 0.998
H 1.893 0.671 1.068
H -1.065 -2.239 0.917
H -0.676 3.516 -1.215
C -0.981 0.533 -0.724
H 0.429 -2.575 1.876
H -2.348 3.399 -0.572
N -0.040 0.344 0.137
H 2.650 -0.837 1.149
C 0.826 -2.070 -0.261
C 0.591 -0.814 0.527
*
```

DFT (ωB97M-V/def2-TZVPD) results for an isolated molecule of C3H3F2I.

Values from the calculation:
E = -613.47581 a.u.
Relative energy (zero: lowest compared OMol25 entry of this formula, charge and spin) = 89.9 kJ/mol
E_LUMO = 0.029 eV
HOMO level = -0.350 Eh
Kohn-Sham gap = 9.54 eV
Structure (SMILES) = F/C=C/[C@H](F)I

The geometry in ORCA input format:
```
! wB97M-V def2-TZVPD RIJCOSX def2/J DEFGRID3
* xyz 0 1
F 1.873 -1.801 0.322
H -0.365 0.957 -1.169
H 0.279 0.163 1.590
C -0.605 0.862 -0.176
H 0.834 -1.157 -1.207
I -2.590 -0.177 -0.244
F -0.839 2.083 0.400
C 1.005 -0.920 -0.143
C 0.408 -0.010 0.625
*
```

DFT (ωB97M-V/def2-TZVPD) results for a structure of composition C30H35N2ORuSTe.

Values from the calculation:
E = -2109.72168 a.u.
Relative energy (zero: lowest compared OMol25 entry of this formula, charge and spin) = 5.3 kJ/mol
E_LUMO (alpha / beta) = -3.383 / -3.786 eV
<S²> = 6.031
HOMO level (alpha / beta) = -0.349 / -0.396 Eh
Kohn-Sham gap (alpha / beta) = 6.13 / 7.00 eV

The geometry in ORCA input format:
```
! wB97M-V def2-TZVPD RIJCOSX def2/J DEFGRID3
* xyz 1 5
C 3.332 1.190 -3.871
H 0.036 -0.748 3.796
H -2.477 -0.760 2.876
C 1.295 -0.532 -4.679
C -1.620 -1.184 2.373
H 4.645 6.840 -2.878
H 4.355 0.253 1.485
C 2.549 -0.649 -5.256
H 1.536 -2.150 2.057
C 3.397 5.145 -2.500
H 0.499 -1.197 -4.993
C 3.620 7.835 -5.185
C 2.651 0.662 0.277
C -2.918 1.743 1.225
C 0.459 3.996 -4.672
Te 1.653 2.740 -1.868
H 2.821 8.573 -5.262
H 3.825 3.918 -0.735
H -0.366 -0.103 -2.143
H 3.197 -1.218 -7.223
H -4.719 2.653 3.941
H 4.542 0.135 -5.268
H -6.385 1.126 2.855
H 5.221 4.671 -1.481
H 1.929 -2.247 -6.556
C 3.168 6.635 -4.405
C 1.640 4.763 -4.149
H 5.399 1.732 -3.889
C -1.660 -1.961 1.174
C -5.086 0.714 1.229
H -5.735 0.050 0.678
H -0.025 4.546 -5.477
Ru -0.253 -0.135 0.777
H -0.071 -3.091 0.111
S -1.412 1.937 0.394
H 4.101 5.648 -0.540
H -0.719 1.454 -2.885
C 2.084 5.876 -4.843
H 3.901 7.555 -6.201
H 1.568 6.166 -5.750
H 2.796 -0.126 2.269
C -3.250 2.378 2.429
C 3.803 6.259 -3.235
C 4.460 2.103 -3.482
C 2.826 -1.682 -6.309
H -2.513 3.025 2.882
C -0.304 -1.196 2.876
C 3.553 0.217 -4.834
N 1.343 0.573 0.117
C 4.165 4.820 -1.248
H 4.302 3.108 -3.879
O 3.350 1.429 -0.437
H -1.070 -0.028 -3.770
C 1.020 0.422 -3.702
H 4.477 8.314 -4.717
N -3.875 0.955 0.682
H 3.442 -1.183 1.005
C 2.320 4.401 -2.975
H -2.545 -2.218 0.610
C -0.365 -2.430 0.910
C 3.356 -0.147 1.336
C 2.051 1.279 -3.317
H 0.754 3.020 -5.062
C 0.494 -1.906 1.935
H 3.587 -2.386 -5.972
H -3.626 0.513 -0.198
C -4.478 2.162 3.008
C -5.420 1.310 2.411
H -0.292 3.827 -3.896
H 4.565 2.174 -2.398
C -0.358 0.446 -3.095
*
```

DFT (ωB97M-V/def2-TZVPD) results for a cluster of 2 separate species, C4H9NO in total.

Values from the calculation:
E = -287.71567 a.u.
Relative energy (zero: lowest compared OMol25 entry of this formula, charge and spin) = 306.6 kJ/mol
E_LUMO = 0.718 eV
HOMO level = -0.315 Eh
Kohn-Sham gap = 9.30 eV
Structure (SMILES) = C=C=O.CNC

The geometry in ORCA input format:
```
! wB97M-V def2-TZVPD RIJCOSX def2/J DEFGRID3
* xyz 0 1
H 2.292 1.817 0.331
H 1.847 -1.809 -0.867
C -3.293 0.171 -1.048
O -2.081 -0.207 1.032
C -2.572 -0.024 -0.006
H 0.277 0.089 -0.399
C 1.517 1.133 0.614
C 1.765 -1.160 0.098
H -3.834 -0.753 -1.421
N 1.278 0.096 -0.341
H -3.501 1.150 -1.481
H 2.757 -1.235 0.508
H 1.851 0.712 1.530
H 1.016 -1.771 0.788
H 0.682 1.789 0.661
*
```

DFT (ωB97M-V/def2-TZVPD) results for a structure of composition C33H36AsBCsIN12S.

Values from the calculation:
E = -4912.97171 a.u.
Relative energy (zero: lowest compared OMol25 entry of this formula, charge and spin) = 0.0 kJ/mol
E_LUMO = 3.297 eV
HOMO level = -0.079 Eh
Kohn-Sham gap = 5.45 eV

The geometry in ORCA input format:
```
! wB97M-V def2-TZVPD RIJCOSX def2/J DEFGRID3
* xyz -2 1
C 2.321 1.350 5.370
C 2.526 1.426 3.981
N 2.169 -2.604 -1.175
H 3.250 3.037 -2.620
C 2.359 -3.379 -2.029
C -4.727 0.551 -0.304
H -5.824 2.339 -2.986
I 3.932 -3.468 5.320
N 3.298 -2.186 1.381
B -0.942 0.386 3.877
C 1.118 2.727 -2.491
N -1.992 -1.091 2.134
H 0.111 0.214 -3.455
H 0.410 0.706 6.348
C 1.141 4.133 -5.016
H -2.012 -4.612 -1.580
C -0.333 -2.550 1.685
C 0.091 -1.660 2.648
H -1.928 3.579 0.786
H -2.345 -2.558 0.694
N 2.085 -6.572 -3.089
H -4.969 -1.989 -3.233
H 0.577 -0.509 -5.841
C -1.649 -2.145 1.408
N -1.642 1.594 3.225
C -2.870 3.382 2.822
C -0.222 -0.959 -5.247
H -1.524 0.122 4.908
C 2.305 -5.433 -3.013
H -1.629 -3.816 -3.943
H 1.155 4.653 -5.968
H 3.014 1.569 6.164
H -0.973 3.868 -5.017
C -1.358 2.560 -2.709
H 2.922 -2.249 0.422
H -3.827 -3.274 -2.823
H 1.043 -1.548 3.141
C 2.325 3.886 -4.321
H -0.314 -2.005 -5.552
N 2.588 -4.149 -3.046
H 3.413 1.712 3.438
H -0.799 -5.636 -2.368
C -5.612 1.114 -1.230
C 3.173 -3.115 2.338
C -0.049 3.692 -4.472
As -1.157 -1.745 -2.519
H -2.797 -1.690 -4.486
S -2.868 3.014 -3.534
N -0.914 -0.792 2.884
H -3.081 -0.341 -3.383
N 1.438 1.069 3.315
H -2.980 2.212 4.732
H 3.271 4.225 -4.737
H 2.668 -4.051 2.166
C -0.898 -3.603 -3.157
H 1.059 -1.249 -3.527
Cs 0.805 0.513 0.027
C -3.365 0.758 -0.398
C -3.771 2.118 -2.359
C 4.235 -1.322 3.070
C -1.013 -4.622 -2.025
C 0.075 -0.835 -3.760
C -2.877 1.550 -1.439
H -3.585 4.182 2.908
H -6.676 0.933 -1.136
N 3.937 -1.087 1.803
H 0.231 -3.341 1.218
C -2.881 -1.413 -3.431
C -2.584 2.400 3.748
H 0.092 -3.658 -3.612
C -4.005 -2.197 -2.763
H 4.749 -0.585 3.664
N -1.297 2.004 1.994
C -2.025 3.081 1.739
C 2.291 3.206 -3.111
C -0.053 3.014 -3.242
H -4.089 -1.931 -1.707
N 0.518 0.752 4.243
H -0.299 -4.381 -1.235
C 3.776 -2.591 3.461
C 1.018 0.913 5.483
H -1.151 -0.448 -5.511
H -5.111 -0.057 0.507
N -1.540 1.818 -1.669
C -5.142 1.904 -2.265
H -2.691 0.331 0.334
*
```

DFT (ωB97M-V/def2-TZVPD) results for a cluster of 2 separate species, C4H10N2O2 in total.

Values from the calculation:
E = -418.22871 a.u.
Relative energy (zero: lowest compared OMol25 entry of this formula, charge and spin) = 609.8 kJ/mol
E_LUMO = 0.972 eV
HOMO level = -0.326 Eh
Kohn-Sham gap = 9.85 eV
Structure (SMILES) = C/C=[N+](\[O-])O.[H]/N=C/C

The geometry in ORCA input format:
```
! wB97M-V def2-TZVPD RIJCOSX def2/J DEFGRID3
* xyz 0 1
H 2.564 -1.208 0.937
H -0.429 0.701 -1.966
H -0.756 1.513 0.604
C -1.084 0.622 0.149
N -1.564 -0.340 0.848
O -1.320 -0.195 2.306
H 2.109 1.833 -0.973
H 1.032 -1.916 0.175
H -1.367 -1.147 2.654
C 1.784 0.027 -0.576
H 0.905 -0.478 1.300
H 2.070 -0.517 -1.509
C -1.347 0.692 -1.336
O -2.079 -1.344 0.495
H -1.960 1.572 -1.588
C 1.579 -0.891 0.554
N 1.799 1.222 -0.280
H -1.934 -0.145 -1.793
*
```

DFT (ωB97M-V/def2-TZVPD) results for a cluster of 13 separate species, H26O13 in total.

Values from the calculation:
E = -993.12114 a.u.
Relative energy (zero: lowest compared OMol25 entry of this formula, charge and spin) = 635.9 kJ/mol
E_LUMO (alpha / beta) = -3.999 / -11.315 eV
<S²> = 0.758
HOMO level (alpha / beta) = -0.513 / -0.512 Eh
Kohn-Sham gap (alpha / beta) = 9.96 / 2.61 eV

The geometry in ORCA input format:
```
! wB97M-V def2-TZVPD RIJCOSX def2/J DEFGRID3
* xyz 1 2
H -0.262 2.730 -1.475
H -3.159 -1.178 -0.100
H 1.693 -3.035 -0.487
H 2.162 -0.187 -1.071
H 0.955 -1.028 -3.628
H -0.016 2.910 3.462
H 1.679 2.201 0.091
O -1.315 -1.512 -2.383
O -1.068 3.063 3.236
O -3.956 -1.384 0.424
H -3.691 -1.002 1.309
O 1.954 -0.773 -3.552
H -1.383 -2.371 -2.157
O 3.014 -1.123 1.796
H -0.831 -0.822 -0.401
H 0.401 2.893 0.608
H -1.972 1.825 -3.365
H -1.012 -0.255 4.056
H -1.424 -1.153 -3.119
O 1.823 0.551 -0.677
H 2.581 1.181 -0.699
H -1.993 0.428 3.208
O 1.037 2.964 -0.101
H 1.184 -0.467 3.341
H -0.832 -1.434 1.034
H -1.121 3.288 2.199
H 2.172 0.022 -3.964
O -0.413 -1.536 0.142
H 2.390 -0.432 2.026
O -1.212 3.117 -1.540
H 1.766 -2.612 -2.082
O -1.738 0.910 -3.381
H -1.539 0.848 -2.449
O -1.568 -0.407 3.280
O 2.283 -2.996 -1.107
H 2.620 -1.894 1.550
H 0.612 -1.705 3.451
O 1.163 -1.217 3.950
H -1.023 3.977 -2.048
*
```

DFT (ωB97M-V/def2-TZVPD) results for a structure of composition C31H50IrO3P2S.

Values from the calculation:
E = -2621.26803 a.u.
Relative energy (zero: lowest compared OMol25 entry of this formula, charge and spin) = 250.6 kJ/mol
E_LUMO (alpha / beta) = -5.216 / -8.979 eV
<S²> = 8.804
HOMO level (alpha / beta) = -0.418 / -0.453 Eh
Kohn-Sham gap (alpha / beta) = 6.16 / 3.35 eV

The geometry in ORCA input format:
```
! wB97M-V def2-TZVPD RIJCOSX def2/J DEFGRID3
* xyz 2 6
H 3.776 1.361 0.870
C 0.396 -2.152 -1.938
C -1.457 1.930 1.391
C -3.141 -3.871 6.882
C 0.045 2.969 -0.423
H -2.022 0.955 -3.116
H -2.126 -2.722 9.944
H -0.248 0.591 -5.980
C 1.486 2.782 -0.832
C -2.199 -2.493 5.142
H 0.452 -1.231 -5.703
C 0.412 1.200 -5.354
C 0.889 1.115 0.698
H 1.566 -4.692 -1.107
C -1.772 -1.961 7.454
C 1.557 -2.703 -2.051
H -1.601 4.277 -0.043
C 2.468 3.599 -4.544
H -0.605 4.696 -1.469
H 0.729 -4.059 2.090
H -1.112 2.747 -5.395
H 0.638 -2.111 -4.171
C -2.517 -3.082 7.858
H -1.124 -0.859 -1.238
H 0.342 3.049 -6.377
H -3.711 -3.475 9.618
C -2.995 -3.573 5.532
O -2.484 -3.345 2.761
H 2.636 -3.593 1.070
H -2.235 -4.449 9.507
C -0.037 5.221 -4.271
P 0.689 3.572 -4.010
C 0.552 -3.673 1.076
H 0.222 -0.616 1.814
H 3.909 1.573 -0.889
H -3.740 -4.730 7.198
H 1.467 1.062 -5.640
H -2.282 2.393 0.833
C -1.265 -2.915 -0.546
P 0.283 0.350 -3.675
H -1.376 -4.470 0.989
C 2.054 -3.700 -1.007
C 2.378 3.990 -0.942
H -1.749 0.923 1.730
H -1.024 -0.808 5.803
H 1.006 0.591 2.771
O -0.345 -2.277 3.409
C -0.026 2.630 -5.439
C -1.613 -1.665 6.107
H -1.906 0.032 -4.650
H 2.383 4.532 0.019
H 3.398 0.014 -0.206
H -0.005 5.054 0.174
H -2.297 -2.630 -0.295
C -0.577 4.330 -0.432
Ir 0.397 2.176 -2.420
H 0.054 -1.306 -0.005
H -1.285 -3.582 -1.424
H 1.987 -0.422 1.718
H -1.193 2.648 -2.527
H 2.927 2.612 -4.358
H 0.160 5.598 -5.284
S -1.814 -2.223 3.406
C 1.824 -3.191 0.435
H -3.473 -4.190 4.780
H 2.004 4.677 -1.710
H 2.546 3.836 -5.621
C -0.246 1.949 0.543
C 0.891 -1.174 -4.684
H -1.306 2.516 2.315
H 1.900 -2.086 0.450
C -2.653 -3.448 9.310
O -2.359 -0.908 3.097
C -0.464 -1.659 -0.895
H 3.407 3.704 -1.182
H 2.147 -2.723 -2.983
H 1.987 -1.103 -4.810
C -0.697 -3.709 0.587
C 1.922 1.560 -0.123
H -1.700 -0.793 -3.069
H 0.355 5.945 -3.548
H -1.125 5.163 -4.145
C 1.038 0.111 1.782
C -1.524 0.124 -3.630
C 3.323 1.101 -0.096
H 3.121 -3.895 -1.172
H 3.024 4.345 -3.954
H -1.315 -1.336 8.224
*
```